Formula: BrCl3P2
Source: the OMol25 dataset
Level of theory: ωB97M-V/def2-TZVPD

Structure (XYZ):
```
6
Properties=species:S:1:pos:R:3:lowdin_charge:R:1
P -0.77734 -0.45088 -0.70320 -0.229
P 0.71152 0.39092 0.75107 -0.115
Cl -2.42356 0.52374 -0.09197 0.110
Cl -0.90570 -2.20175 0.28326 0.099
Cl 0.98607 2.39972 -0.09820 -0.024
Br 2.40901 -0.66174 -0.14095 0.160
```

Output
Energy above the lowest of the compared OMol25 structures with the same formula, charge and spin (kJ/mol): 0.0
E_HOMO (eV): -9.4
Strongest force on any atom (eV/A): 1.73
Multiplicity: 1
Electronic energy (eV): -126189.8589
Gap between HOMO and LUMO (eV): 9.0